# C2H2FLiMgO2

C2H2FLiMgO2 as an isolated structure (ωB97M-V/def2-TZVPD, the OMol25 dataset).

Calculated values
- charge = +2
- DFT total energy (hartree) = -534.693558

Last column: Mulliken charge in e.
Element x y z (Å)
C1 -1.195 0.120 -0.057  0.814
C2 -2.438 0.713 -0.377  -0.252
O1 -0.834 -1.010 -0.011  -0.483
F1 -0.297 1.143 0.353  -0.282
H1 3.044 -0.772 -0.424  0.276
H2 -3.189 0.822 0.422  0.348
Li1 0.978 -1.841 0.182  0.931
Mg1 1.775 1.311 0.118  1.295
O2 2.155 -0.486 -0.206  -0.644

Cartesian forces, eV/Å:
C -1.599 -1.229 0.821
C 0.138 -0.095 0.070
O 0.416 0.517 -0.451
F 1.291 0.986 -0.109
H 0.300 -0.123 -0.117
H 0.074 0.049 -0.335
Li -0.133 -0.419 -0.121
Mg -0.175 -0.646 -0.127
O -0.314 0.960 0.367



# C44H35AsAuBO5S

C44H35AsAuBO5S as an isolated structure (ωB97M-V/def2-TZVPD, the OMol25 dataset).

Calculated values
- DFT total energy (hartree) = -4868.489972
- energy relative to the best compared isomer or geometry (same formula, charge and spin) (eV) = 1.350

Last column: Mulliken charge in e.
Element x y z (Å)
Au1 1.385 0.288 0.176  1.168
O1 -0.910 -0.874 1.411  -0.461
C1 -0.500 -1.455 2.657  3.079
C2 1.031 -1.302 2.833  -0.233
O2 1.580 -1.950 3.702  -0.705
O3 1.686 -0.464 2.077  -0.989
C3 -0.832 -2.947 2.618  -0.965
C4 -0.300 -3.697 1.569  0.231
C5 -0.576 -5.046 1.437  -0.675
C6 -1.383 -5.674 2.377  -0.624
C7 -1.896 -4.943 3.437  -0.911
C8 -1.623 -3.586 3.561  -0.361
C9 -1.217 -0.731 3.800  -0.785
C10 -0.712 -0.748 5.098  -0.146
C11 -1.427 -0.172 6.136  -1.001
C12 -2.662 0.416 5.899  -0.600
C13 -3.174 0.424 4.611  -0.712
C14 -2.454 -0.143 3.568  -0.111
H1 -1.327 -1.560 0.878  0.434
H2 0.373 -3.223 0.863  0.311
H3 -0.150 -5.604 0.613  0.415
H4 -1.605 -6.729 2.286  0.394
H5 -2.514 -5.430 4.180  0.416
H6 -2.037 -3.030 4.391  0.440
H7 0.242 -1.219 5.293  0.550
H8 -1.015 -0.188 7.137  0.470
H9 -3.222 0.860 6.714  0.380
H10 -4.141 0.868 4.411  0.434
H11 -2.860 -0.126 2.567  0.498
S1 2.008 1.589 -1.578  -0.338
C15 2.245 0.582 -3.029  0.318
C16 1.161 0.278 -3.849  -0.340
C17 1.350 -0.458 -5.008  -0.561
C18 2.622 -0.889 -5.361  -0.438
C19 3.703 -0.591 -4.545  -0.627
C20 3.516 0.138 -3.379  -0.313
H12 0.173 0.619 -3.566  0.371
H13 0.503 -0.690 -5.642  0.399
H14 2.770 -1.453 -6.273  0.393
H15 4.696 -0.929 -4.813  0.377
H16 4.352 0.367 -2.731  0.414
O4 0.076 -1.781 -1.471  -0.092
B1 1.272 -1.383 -0.905  0.156
O5 2.271 -2.318 -1.028  -0.224
C21 1.663 -3.374 -1.685  1.151
C22 2.205 -4.592 -2.021  -1.149
C23 1.347 -5.491 -2.654  -0.536
C24 0.022 -5.167 -2.925  -0.590
C25 -0.514 -3.929 -2.574  -1.041
C26 0.345 -3.052 -1.954  0.755
H17 3.234 -4.833 -1.798  0.514
H18 1.723 -6.465 -2.937  0.419
H19 -0.612 -5.895 -3.414  0.430
H20 -1.545 -3.670 -2.769  0.503
C27 0.901 7.381 0.583  -0.441
C28 1.032 6.470 -0.454  -0.675
C29 0.784 5.122 -0.228  -0.311
C30 0.406 4.681 1.035  0.567
C31 0.295 5.596 2.077  -0.100
C32 0.535 6.942 1.849  -0.799
As1 0.079 2.777 1.278  0.443
C33 0.866 2.579 3.056  0.950
C34 2.249 2.428 3.076  -0.943
C35 2.927 2.286 4.275  -0.598
C36 2.224 2.302 5.473  -0.792
C37 0.848 2.460 5.461  -0.514
C38 0.168 2.592 4.256  0.235
C39 -1.839 2.721 1.549  0.210
C40 -2.545 1.886 0.686  -0.469
C41 -3.927 1.794 0.766  -0.507
C42 -4.616 2.538 1.712  -0.490
C43 -3.921 3.390 2.560  -0.853
C44 -2.541 3.486 2.477  0.202
H21 1.094 8.432 0.409  0.385
H22 1.331 6.805 -1.439  0.397
H23 0.895 4.409 -1.038  0.308
H24 0.053 5.260 3.079  0.208
H25 0.445 7.649 2.664  0.394
H26 2.813 2.415 2.148  0.333
H27 4.000 2.148 4.274  0.415
H28 2.748 2.170 6.411  0.369
H29 0.292 2.468 6.390  0.447
H30 -0.912 2.661 4.269  -0.099
H31 -2.007 1.296 -0.047  0.352
H32 -4.466 1.145 0.086  0.436
H33 -5.693 2.458 1.788  0.389
H34 -4.456 3.987 3.288  0.425
H35 -2.021 4.178 3.127  0.230

Cartesian forces, eV/Å:
Au -0.091 0.986 0.863
O 0.022 0.102 0.023
C -0.161 -0.006 -0.067
C 0.597 0.031 -0.124
O -0.207 0.038 0.007
O -0.564 -0.300 -0.180
C 0.150 -0.005 0.029
C 0.067 0.007 0.010
C -0.027 -0.001 0.024
C -0.002 -0.006 -0.022
C -0.017 -0.014 0.002
C -0.087 0.021 -0.048
C 0.042 -0.153 0.072
C 0.013 0.030 -0.010
C -0.003 0.003 0.020
C 0.001 0.012 0.000
C 0.000 0.028 -0.011
C -0.011 0.020 -0.004
H 0.011 0.003 -0.009
H 0.001 0.012 -0.027
H -0.004 -0.003 0.004
H 0.007 -0.001 0.009
H -0.005 -0.002 -0.007
H 0.024 0.012 0.009
H -0.007 0.005 -0.003
H -0.007 -0.004 0.000
H -0.003 -0.005 -0.002
H 0.006 0.024 -0.010
H -0.005 -0.005 -0.023
S -0.360 -0.245 -0.517
C 0.041 -0.053 -0.024
C -0.011 0.014 0.004
C 0.005 -0.010 0.008
C -0.012 -0.019 -0.021
C 0.003 -0.001 0.022
C 0.041 0.025 0.026
H 0.007 0.010 -0.017
H -0.002 -0.004 0.005
H -0.002 -0.013 0.010
H 0.000 0.002 0.004
H 0.004 -0.001 -0.011
O 0.099 -0.147 0.000
B 0.185 0.002 -0.094
O -0.137 -0.080 -0.078
C 0.113 0.016 0.007
C -0.057 -0.006 -0.036
C 0.032 -0.002 0.011
C -0.030 0.001 -0.008
C 0.049 -0.021 -0.010
C -0.077 0.074 0.018
H 0.001 0.003 0.007
H -0.002 0.002 -0.008
H 0.003 -0.001 0.000
H -0.001 0.005 -0.002
C -0.002 0.003 0.013
C -0.010 0.001 -0.012
C -0.039 -0.010 -0.034
C 0.060 -0.036 -0.183
C 0.043 -0.041 0.051
C -0.004 0.018 -0.014
As 0.555 -0.307 0.643
C -0.166 0.143 -0.001
C 0.066 0.072 0.002
C 0.003 0.000 -0.004
C -0.023 -0.014 0.006
C 0.026 0.001 0.020
C -0.072 -0.112 -0.036
C -0.071 -0.111 -0.257
C -0.009 -0.016 0.026
C -0.002 0.024 -0.016
C -0.005 -0.021 0.013
C -0.010 -0.011 0.017
C 0.047 0.121 -0.041
H 0.000 -0.002 0.000
H -0.001 -0.001 0.003
H -0.011 0.008 -0.005
H -0.007 -0.015 -0.009
H 0.006 -0.002 0.000
H -0.023 -0.037 -0.004
H -0.003 0.000 0.000
H 0.005 0.036 0.001
H -0.003 -0.033 -0.010
H 0.000 -0.017 0.000
H 0.003 -0.008 0.017
H 0.004 -0.017 0.017
H 0.000 0.024 -0.020
H 0.003 -0.008 0.004
H 0.010 -0.011 -0.007



# C33H23Cl3N8O3RbS

C33H23Cl3N8O3RbS as an isolated structure (ωB97M-V/def2-TZVPD, the OMol25 dataset).

Calculated values
- charge = -1
- DFT total energy (hartree) = -3738.008464
- energy relative to the best compared isomer or geometry (same formula, charge and spin) (eV) = 0.000

Last column: Mulliken charge in e.
Element x y z (Å)
Rb1 -0.436 -0.964 -0.480  0.990
N1 -0.948 0.690 3.980  0.394
C1 -0.973 0.526 2.631  -1.185
N2 -0.806 1.460 1.766  0.325
C2 -0.641 2.774 2.213  0.077
N3 -0.487 3.783 1.427  -0.817
N4 -0.270 3.512 0.093  -0.143
C3 -1.179 2.953 -0.588  -0.269
C4 -0.870 2.534 -1.970  0.657
C5 -0.061 3.293 -2.811  -0.624
C6 0.238 2.784 -4.064  -0.386
C7 -0.271 1.546 -4.425  -0.522
C8 -1.053 0.858 -3.511  -0.240
N5 -1.354 1.342 -2.307  -0.335
C9 -0.608 3.025 3.669  1.018
C10 -0.388 4.293 4.207  -0.493
C11 -0.312 4.474 5.574  -0.791
C12 -0.444 3.382 6.430  -0.404
C13 -0.655 2.117 5.920  -0.930
C14 -0.740 1.943 4.538  0.246
H1 -1.071 -0.120 4.563  0.287
H2 -1.176 -0.493 2.306  0.540
H3 -2.144 2.666 -0.171  0.337
H4 0.315 4.246 -2.467  0.433
H5 0.866 3.342 -4.747  0.396
H6 -0.051 1.097 -5.385  0.385
H7 -1.439 -0.128 -3.735  0.500
H8 -0.268 5.117 3.517  0.468
H9 -0.141 5.462 5.983  0.402
H10 -0.378 3.525 7.501  0.406
H11 -0.754 1.261 6.577  0.397
O1 1.589 -0.292 -2.151  -0.415
N6 1.796 -0.757 -3.297  -0.717
N7 0.900 -1.633 -3.649  1.081
O2 -0.085 -1.958 -2.863  -0.837
C15 1.029 -2.242 -4.927  0.055
C16 0.075 -3.181 -5.301  -0.378
C17 0.161 -3.789 -6.546  -0.500
C18 1.187 -3.469 -7.421  -0.449
C19 2.137 -2.530 -7.038  -0.489
C20 2.069 -1.913 -5.801  -0.276
H12 -0.710 -3.412 -4.596  0.428
H13 -0.583 -4.522 -6.832  0.343
H14 1.250 -3.946 -8.391  0.362
H15 2.946 -2.272 -7.712  0.342
H16 2.807 -1.185 -5.500  0.433
Cl1 -3.472 -7.690 0.836  -0.275
C21 -3.099 -5.987 0.970  0.562
C22 -1.826 -5.588 1.336  -0.860
C23 -1.556 -4.238 1.438  0.938
Cl2 0.061 -3.757 1.888  -0.213
C24 -2.496 -3.191 1.190  -0.925
O3 -2.217 -1.959 1.278  -0.732
C25 -3.778 -3.703 0.815  0.553
Cl3 -5.023 -2.536 0.480  -0.250
C26 -4.080 -5.045 0.706  -0.794
H17 -1.052 -6.315 1.536  0.398
H18 -5.074 -5.354 0.415  0.404
S1 2.556 -0.107 4.408  -0.276
C27 2.020 -1.151 3.130  -0.074
N8 1.918 -0.628 1.961  -0.169
C28 2.305 0.707 1.992  -0.878
C29 2.346 1.551 0.880  -0.027
C30 2.700 2.868 1.076  -0.513
C31 3.010 3.355 2.353  -0.452
C32 2.993 2.529 3.458  -0.474
C33 2.647 1.193 3.262  0.914
H19 1.757 -2.180 3.334  0.338
H20 2.099 1.168 -0.104  0.624
H21 2.702 3.547 0.234  0.288
H22 3.259 4.402 2.474  0.358
H23 3.232 2.911 4.442  0.431

Cartesian forces, eV/Å:
Rb -0.010 0.230 0.417
N -0.011 0.097 -0.106
C -0.028 -0.073 0.131
N 0.034 0.050 -0.035
C -0.014 0.093 -0.021
N -0.005 -0.177 0.045
N -0.008 0.024 -0.012
C 0.051 -0.006 0.063
C 0.160 0.097 -0.043
C -0.045 -0.050 -0.009
C -0.031 -0.016 0.031
C 0.030 -0.016 0.000
C -0.071 0.144 -0.004
N -0.271 -0.051 -0.156
C 0.046 0.045 0.047
C -0.012 -0.073 -0.038
C 0.008 0.056 0.011
C -0.002 -0.003 0.015
C -0.010 0.009 -0.022
C -0.008 -0.050 0.009
H -0.014 0.024 0.036
H -0.010 -0.070 -0.073
H 0.001 -0.023 -0.010
H 0.017 -0.004 -0.017
H -0.001 -0.006 0.008
H 0.012 0.031 -0.001
H 0.023 -0.031 -0.018
H 0.002 0.002 0.015
H -0.003 -0.004 -0.014
H 0.000 -0.018 -0.004
H 0.003 -0.003 -0.009
O 0.519 0.254 -0.248
N -0.092 -0.056 0.075
N 0.068 0.097 0.176
O -0.116 -0.488 -0.628
C 0.022 0.071 -0.040
C 0.011 0.055 0.103
C 0.013 -0.013 -0.040
C -0.018 -0.017 -0.010
C 0.012 0.027 0.031
C -0.018 0.009 0.040
H 0.002 -0.004 -0.010
H -0.008 0.004 0.016
H -0.005 0.000 0.009
H -0.003 0.000 0.003
H -0.018 -0.005 0.011
Cl -0.008 -0.036 -0.002
C 0.030 0.019 0.011
C -0.087 0.042 -0.022
C -0.025 -0.059 0.017
Cl 0.053 0.040 -0.005
C 0.014 -0.141 0.024
O -0.191 -0.111 0.258
C 0.011 0.012 0.035
Cl -0.046 0.037 -0.014
C 0.047 0.035 0.016
H 0.002 0.005 0.001
H -0.009 0.017 -0.001
S -0.040 0.093 0.099
C -0.128 -0.020 -0.173
N 0.131 -0.041 -0.001
C 0.005 0.022 0.018
C -0.008 0.002 0.014
C -0.011 0.001 -0.015
C -0.001 0.029 -0.031
C 0.024 -0.010 0.025
C 0.015 -0.064 -0.058
H 0.039 0.021 0.053
H -0.004 -0.006 0.007
H -0.004 -0.019 0.006
H -0.006 -0.015 0.012
H -0.007 -0.019 0.005



Across the entries above, maximum force takes the values 0.042 0.026 0.016 hartree/bohr, respectively.